# 1
Density functional theory data (ωB97M-V/def2-TZVPD) for a cluster of 16 separate species, C39H33BrCl60O6 in total in a non-equilibrium geometry.

Properties
Kohn-Sham gap = 0.3563 hartree
HOMO level = -9.88 eV
strongest force on any atom = 0.022 hartree/bohr
calculated total energy = -32142.5073 Ha
spin multiplicity = 1
LUMO = -0.00673 Ha

Cartesian coordinates (Å):
Br: -2.947 0.479 1.571
Cl: 1.222 -7.873 5.929
Cl: 4.066 1.370 4.269
Cl: 2.533 5.491 0.841
Cl: 8.531 -3.843 -5.708
Cl: 8.770 -1.595 -7.494
Cl: 8.265 -7.134 -2.102
Cl: 6.676 -3.715 -3.116
Cl: -7.355 0.590 -4.130
Cl: 0.689 3.275 5.221
Cl: 7.855 -3.427 -0.510
Cl: 3.359 4.358 5.180
Cl: 9.106 -4.277 -8.503
Cl: 5.293 4.879 0.256
Cl: -2.666 1.564 5.262
Cl: 13.090 3.323 -1.769
Cl: 10.886 5.143 -1.360
Cl: 1.863 4.307 7.648
Cl: -5.867 8.125 -1.547
Cl: 11.112 -3.121 -6.780
Cl: -1.337 -7.981 4.588
Cl: 2.178 -4.566 -0.956
Cl: -6.962 6.586 -3.719
Cl: 1.152 -7.918 3.084
Cl: 5.757 -4.846 4.724
Cl: 1.099 6.115 5.532
Cl: 5.861 -0.994 -2.669
Cl: -7.212 9.464 -3.722
Cl: -3.277 -1.251 5.307
Cl: 3.568 -0.399 2.055
Cl: 3.882 -3.044 -3.089
Cl: -0.139 -6.238 -0.463
Cl: 6.414 -9.200 -1.301
Cl: 3.233 -1.352 4.734
Cl: 3.776 -4.392 6.774
Cl: 3.178 3.360 -0.998
Cl: 5.429 -6.682 -2.309
Cl: 1.022 -4.679 1.672
Cl: 6.892 8.673 -0.952
Cl: 10.401 2.305 -1.517
Cl: -6.038 2.756 -5.503
Cl: 6.721 -8.541 -4.094
Cl: 2.968 -5.103 4.086
Cl: -7.925 3.322 -3.398
Cl: 7.511 6.531 -2.782
Cl: 5.523 -2.161 -5.288
Cl: -4.634 8.239 -4.152
Cl: 2.474 -6.949 0.571
Cl: -8.853 2.284 -5.926
Cl: 5.890 -0.819 3.741
Cl: -0.588 -0.363 4.736
Cl: -1.662 -0.091 7.405
Cl: 8.068 6.236 0.032
Cl: 8.668 -2.993 2.227
Cl: 4.210 -7.061 5.794
Cl: 5.976 -3.833 1.643
Cl: 9.643 8.060 -1.575
Cl: 3.710 3.048 1.824
Cl: 8.164 -5.672 1.279
Cl: 11.744 3.415 0.782
Cl: 0.406 -10.284 4.550
O: -5.989 -3.200 2.728
O: -2.779 -1.720 -1.822
O: -4.869 4.081 2.944
O: -6.173 4.051 1.130
O: -3.566 -0.057 -3.193
O: -6.347 -1.000 2.701
C: 1.132 0.517 1.005
C: -3.815 -3.064 1.639
C: 5.493 -2.474 -3.556
C: -6.753 -2.102 2.449
C: -3.129 -2.985 0.256
C: -0.784 0.706 -1.854
C: 8.029 7.374 -1.320
C: 11.532 3.547 -0.967
C: -3.153 -1.624 -0.425
C: -0.893 1.486 -3.165
C: -6.168 8.107 -3.284
C: -2.199 -0.492 0.049
C: -5.161 4.807 -0.943
C: 1.369 -5.616 0.213
C: -7.544 2.237 -4.741
C: -8.113 -2.316 1.843
C: 3.680 4.198 0.481
C: -5.226 -3.672 1.598
C: -2.152 0.417 -1.211
C: -2.050 -0.035 5.682
C: -0.895 -1.124 0.564
C: 0.347 -8.518 4.540
C: 4.200 -0.301 3.701
C: 0.163 -0.186 0.934
C: 9.380 -3.211 -7.120
C: -2.938 -0.396 -2.248
C: -1.455 2.917 -2.972
C: -3.998 3.101 -2.504
C: -5.576 3.612 -0.106
C: -2.866 3.132 -3.573
C: 7.664 -3.981 1.158
C: 1.749 4.515 5.897
C: 4.186 -5.351 5.346
C: -4.773 4.425 -2.397
C: -5.615 3.461 2.236
C: -5.725 -0.877 -0.655
C: 6.705 -7.892 -2.452
C: -6.016 2.038 2.521
C: -4.580 -1.199 -0.504
H: -3.057 2.424 -4.379
H: -0.798 3.592 -3.527
H: -1.160 -1.633 1.498
H: -2.858 4.130 -4.018
H: -3.510 2.923 -1.546
H: -5.652 4.357 -3.032
H: -6.009 5.488 -1.010
H: -5.958 1.418 1.626
H: -0.525 -1.895 -0.115
H: -7.025 2.040 2.933
H: -5.159 -4.751 1.733
H: -5.322 1.614 3.242
H: -4.161 5.246 -2.778
H: -0.243 1.353 -1.161
H: -0.159 -0.180 -1.945
H: -4.320 5.360 -0.520
H: -1.452 0.970 -3.946
H: -8.303 -3.363 1.611
H: -8.869 -1.961 2.542
H: -3.871 -2.112 2.164
H: -6.744 -0.811 -0.957
H: 0.124 1.586 -3.548
H: -3.678 -3.658 -0.409
H: -4.733 2.953 0.107
H: -3.217 -3.744 2.249
H: -6.326 3.048 -0.673
H: -5.731 -3.448 0.656
H: -8.225 -1.750 0.920
H: -2.129 -3.401 0.343
H: -4.652 2.253 -2.715
H: -2.583 1.367 -0.911
H: -1.411 3.244 -1.931
H: 2.016 1.102 1.015

Forces on atoms 1 to 2 (eV/Å):
-0.02 0.19 -0.04
-0.49 -0.20 0.16

---

# 2
Density functional theory data (ωB97M-V/def2-TZVPD) for a cluster of 11 separate species, C14H50O11 in total in a non-equilibrium geometry.

Properties
Kohn-Sham gap = 0.3750 hartree
SMILES = CCO.CCO.CCO.CO.CO.CO.CO.CO.CO.CO.CO
HOMO level = -10.00 eV
strongest force on any atom = 0.066 hartree/bohr
calculated total energy = -1390.8005 Ha
spin multiplicity = 1
LUMO = 0.00750 Ha
ΔE to the lowest compared entry with this formula, charge and spin = 494.6 kJ/mol

Cartesian coordinates (Å):
O: 1.611 2.392 -2.594
O: -3.804 1.119 0.700
O: -0.865 -1.842 -5.911
O: 1.127 -1.103 1.471
O: 0.714 3.022 -0.059
O: -1.573 -4.274 2.496
O: -0.645 0.005 3.219
O: 2.847 1.295 2.053
O: -1.252 2.721 -2.028
O: -1.578 -3.206 -2.395
O: 1.722 0.245 5.364
C: -0.848 -1.170 3.986
C: 1.511 -0.758 -0.789
C: -1.524 -3.350 1.407
C: 0.637 -0.444 0.371
C: 4.196 0.776 1.827
C: 2.467 1.185 -4.355
C: -1.338 2.709 1.290
C: 2.621 -0.696 4.872
C: -0.139 -1.268 -4.808
C: -1.988 -1.962 -1.926
C: -1.550 1.354 -1.835
C: 1.202 1.934 -3.902
C: -3.396 -0.212 0.994
C: 0.088 3.311 1.218
H: 2.397 0.859 -5.399
H: 3.506 -0.190 4.592
H: 0.494 -0.931 2.152
H: -2.488 -0.486 0.447
H: -0.863 2.997 -1.233
H: 0.226 -1.987 -4.086
H: 2.174 -1.146 4.044
H: -2.099 -2.088 -0.819
H: -0.670 0.831 -1.676
H: -1.468 0.514 3.199
H: -4.071 1.122 -0.238
H: 0.222 4.340 1.420
H: 0.435 0.602 0.536
H: 2.081 -1.672 -0.691
H: -0.678 -0.913 5.016
H: -0.326 -0.885 0.163
H: 4.296 -0.208 2.263
H: 2.285 0.568 1.627
H: 1.607 2.740 0.030
H: 1.006 2.738 -4.572
H: -1.715 2.973 2.257
H: -2.023 0.857 -2.718
H: 4.389 0.730 0.752
H: -1.822 -1.645 3.929
H: -2.905 -1.647 -2.303
H: 4.951 1.407 2.231
H: 0.653 2.886 2.018
H: -2.221 1.304 -0.964
H: -3.192 -0.207 2.094
H: -0.042 -1.931 3.858
H: 0.840 2.837 -2.188
H: -1.141 -1.263 -2.035
H: -2.061 3.073 0.532
H: -2.391 -2.803 1.482
H: 2.254 0.101 -0.893
H: 1.004 -0.815 -1.785
H: -1.265 1.645 1.242
H: 0.345 1.281 -3.895
H: -1.569 -3.939 0.453
H: -1.813 -3.298 -3.312
H: 1.590 0.903 4.661
H: -2.398 -4.727 2.385
H: -1.708 -2.120 -5.610
H: 2.911 -1.434 5.618
H: -4.184 -0.908 0.653
H: 2.684 0.344 -3.653
H: -0.847 -0.612 -4.265
H: -0.650 -2.715 1.597
H: 0.754 -0.744 -5.198
H: 3.296 1.911 -4.382

Forces on atoms 1 to 2 (eV/Å):
-1.35 0.27 -0.33
-0.30 -0.13 -0.75

---

# 3
Density functional theory data (ωB97M-V/def2-TZVPD) for an isolated molecule of C8H13P in a non-equilibrium geometry.

Properties
Kohn-Sham gap (alpha / beta) = 0.2290 / 0.2663 hartree
HOMO level (alpha / beta) = -7.42 / -7.63 eV
strongest force on any atom = 0.128 hartree/bohr
calculated total energy = -653.6896 Ha
spin multiplicity = 1
LUMO (alpha / beta) = -0.04359 / -0.01412 Ha
ΔE to the lowest compared entry with this formula, charge and spin = 552.9 kJ/mol

Cartesian coordinates (Å):
P: -0.141 -0.054 -0.149
C: -0.984 0.585 -1.768
C: 1.956 0.946 1.485
C: 2.666 0.503 -0.784
C: 1.503 -0.030 -1.177
C: 2.913 0.780 0.566
C: -1.869 0.149 0.817
C: -0.001 -1.946 -0.267
C: 0.616 0.727 1.348
H: -1.446 1.568 -1.649
H: 1.043 -2.025 -0.292
H: -2.527 -0.529 0.550
H: -0.684 -2.303 0.557
H: 4.035 0.781 0.807
H: -2.148 1.120 0.491
H: 2.209 1.082 2.506
H: -0.151 1.458 1.628
H: 3.388 1.002 -1.421
H: -1.712 -0.146 -1.984
H: -0.456 -1.980 -1.197
H: -0.231 0.574 -2.446
H: -1.509 0.160 1.938

Forces on atoms 1 to 2 (eV/Å):
-1.97 -0.32 0.14
-0.53 0.56 3.33

---

# 4
Density functional theory data (ωB97M-V/def2-TZVPD) for a cluster of 2 separate species, C4H7N3 in total in a non-equilibrium geometry.

Properties
Kohn-Sham gap = 0.3789 hartree
SMILES = [H]/N=C(C#N)/N=C/C.[H][H]
HOMO level = -10.84 eV
strongest force on any atom = 0.023 hartree/bohr
calculated total energy = -320.8030 Ha
spin multiplicity = 1
LUMO = -0.01940 Ha
ΔE to the lowest compared entry with this formula, charge and spin = 210.8 kJ/mol

Cartesian coordinates (Å):
N: 3.428 1.013 -0.860
N: 1.726 -1.211 1.166
N: 0.231 0.390 0.247
C: -0.792 -0.326 0.511
C: 1.498 -0.199 0.436
C: -2.176 0.185 0.275
C: 2.555 0.500 -0.301
H: -0.677 -1.341 0.907
H: -2.816 -0.613 -0.117
H: -0.642 0.647 -2.409
H: 2.712 -1.465 1.155
H: -2.615 0.517 1.222
H: -0.260 0.876 -1.811
H: -2.171 1.028 -0.421

Forces on atoms 1 to 2 (eV/Å):
-0.89 -0.52 0.55
0.07 0.32 -0.18

---

# 5
Density functional theory data (ωB97M-V/def2-TZVPD) for the ion C6H12NO5S with charge +1 in a non-equilibrium geometry.

Properties
Kohn-Sham gap (alpha / beta) = 0.2073 / 0.2004 hartree
net charge = +1
HOMO level (alpha / beta) = -8.85 / -11.55 eV
strongest force on any atom = 0.198 hartree/bohr
calculated total energy = -1064.4773 Ha
spin multiplicity = 3
LUMO (alpha / beta) = -0.11795 / -0.22407 Ha
ΔE to the lowest compared entry with this formula, charge and spin = 163.0 kJ/mol

Cartesian coordinates (Å):
S: 2.052 -0.736 2.173
O: -1.119 -2.825 -1.224
O: -2.392 0.802 2.001
O: 1.468 0.833 -1.476
O: 0.100 1.188 0.312
O: -1.079 -1.310 1.004
N: 3.204 -0.597 -0.352
C: 2.026 -0.114 0.471
C: -1.192 0.723 -0.205
C: 1.186 0.710 -0.171
C: -1.134 -0.749 -0.178
C: -1.199 -1.469 -1.277
C: -2.324 1.316 0.642
H: 3.450 -1.564 -0.340
H: -3.252 1.184 0.094
H: -2.989 1.312 2.522
H: -1.114 -3.157 -0.293
H: 1.054 1.603 -1.772
H: -1.511 -0.718 1.527
H: 0.747 -1.154 2.166
H: -1.976 2.334 0.640
H: -1.079 -1.090 -2.291
H: 3.152 -0.165 -1.272
H: 3.879 -0.117 0.201
H: -1.255 1.007 -1.206

Forces on atoms 1 to 2 (eV/Å):
-0.48 1.00 -2.70
-0.11 -0.63 0.46

---

# 6
Density functional theory data (ωB97M-V/def2-TZVPD) for a cluster of 2 separate species, C3H9NO2S in total in a non-equilibrium geometry.

Properties
Kohn-Sham gap = 0.3431 hartree
HOMO level = -8.63 eV
strongest force on any atom = 0.088 hartree/bohr
calculated total energy = -723.0164 Ha
spin multiplicity = 1
LUMO = 0.02611 Ha
ΔE to the lowest compared entry with this formula, charge and spin = 399.0 kJ/mol

Cartesian coordinates (Å):
S: 0.618 -0.208 0.350
O: -0.279 1.892 -0.954
O: 1.705 0.789 0.327
N: -0.164 0.218 1.721
C: -1.674 0.602 -2.436
C: 1.412 -1.637 1.125
C: -0.578 1.163 -1.993
H: 0.289 0.826 -2.494
H: 1.582 -2.442 0.541
H: -2.599 0.715 -1.965
H: -1.819 0.106 -3.417
H: 0.080 1.011 2.309
H: 0.809 -1.823 1.986
H: -1.079 -0.042 1.773
H: 2.335 -1.170 1.621
H: 0.707 1.940 -0.697

Forces on atoms 1 to 2 (eV/Å):
0.60 -0.94 1.27
0.17 1.99 2.30

---

# 7
Density functional theory data (ωB97M-V/def2-TZVPD) for a cluster of 2 separate species, CH5IN2S in total in a non-equilibrium geometry.

Properties
Kohn-Sham gap = 0.3102 hartree
SMILES = C=N.NSI
HOMO level = -8.87 eV
strongest force on any atom = 0.073 hartree/bohr
calculated total energy = -846.4368 Ha
spin multiplicity = 1
LUMO = -0.01586 Ha
ΔE to the lowest compared entry with this formula, charge and spin = 24.4 kJ/mol

Cartesian coordinates (Å):
I: -1.876 4.652 -0.819
S: -0.808 2.477 -0.699
N: -1.886 1.286 -0.878
N: 0.602 -0.898 -1.010
C: 1.442 -1.360 -0.224
H: 2.175 -2.120 -0.642
H: 1.654 -1.161 0.747
H: -2.592 0.880 -0.195
H: -0.074 -0.187 -0.749
H: -2.247 1.141 -1.752

Forces on atoms 1 to 2 (eV/Å):
-0.15 -0.03 0.03
0.50 0.41 0.49